Below is a 15-piece molecular cluster, C6H35NO14 overall in a non-equilibrium geometry, with properties calculated with ωB97M-V/def2-TZVPD.

Summary:
**Relative energy (zero: lowest compared OMol25 entry of this formula, charge and spin)**: 280.9 kJ/mol
**Gap between HOMO and LUMO**: 8.131 eV
**LUMO energy**: -0.00264 Ha
**Energy**: -1357.59626 Ha
**Max |F|**: 0.1661 hartree/bohr
**Highest occupied orbital energy**: -8.20 eV

ORCA input file:
```
! RIJCOSX wB97M-V def2-TZVPD def2/J DEFGRID3
* xyz 0 1
C 1.738 -1.629 -1.390
C 0.674 -2.129 -0.590
N 0.256 -1.043 0.219
C 0.933 0.087 -0.096
C 1.900 -0.267 -1.078
C 3.084 0.488 -1.619
C 3.364 1.763 -1.362
H 2.422 -2.195 -2.037
H 0.331 -3.166 -0.660
H -0.618 -1.040 0.747
H 0.562 0.969 0.418
H 3.851 -0.208 -2.164
H 4.333 2.156 -1.631
H 2.620 2.571 -1.117
H -1.300 3.184 2.591
H -0.195 3.021 1.553
O -0.432 2.767 2.389
H -3.181 -1.974 -3.404
H -2.656 -0.998 -2.325
O -2.557 -1.237 -3.297
H 3.101 1.281 2.414
H 1.518 1.542 2.517
O 2.253 0.797 2.491
H 2.548 -3.300 2.950
H 1.829 -2.755 1.550
O 1.865 -3.515 2.273
H -0.275 4.300 -1.422
H 0.205 2.897 -1.227
O -0.212 3.673 -0.662
H -4.279 -1.045 -0.066
H -2.832 -0.926 0.282
O -3.460 -1.307 -0.502
H -0.158 2.334 -3.385
H 0.716 1.152 -2.657
O 0.477 2.153 -2.771
H -2.022 0.887 1.219
H -2.360 -0.269 2.328
O -2.176 -0.032 1.292
H -2.978 0.596 -2.614
H -2.982 1.524 -1.255
O -3.100 1.528 -2.125
H -1.612 3.023 0.071
H -3.173 2.831 0.375
O -2.368 2.449 0.369
H 0.461 -2.386 -4.481
H -0.355 -2.069 -3.269
O 0.042 -2.695 -3.712
H 0.549 -1.432 2.804
H -0.140 -2.636 3.377
O -0.307 -1.833 3.069
H -1.276 -0.583 3.654
H -1.408 0.877 3.877
O -1.848 0.082 3.830
H 2.935 -0.406 1.702
H 3.142 -1.668 0.717
O 3.165 -1.414 1.583
*
```

These are the natural (NBO) partial charges, in e, on atoms 1 to 5: -0.2798 -0.1160 -0.5113 -0.0520 -0.2266

Below is a 2-piece molecular cluster, C4H11NO2 overall in a non-equilibrium geometry, with properties calculated with ωB97M-V/def2-TZVPD.

Summary:
**Relative energy (zero: lowest compared OMol25 entry of this formula, charge and spin)**: 167.2 kJ/mol
**Gap between HOMO and LUMO**: 10.044 eV
**LUMO energy**: 0.02867 Ha
**Energy**: -364.20449 Ha
**Max |F|**: 0.0279 hartree/bohr
**SMILES**: CNCCC=O.O
**Highest occupied orbital energy**: -9.26 eV

ORCA input file:
```
! RIJCOSX wB97M-V def2-TZVPD def2/J DEFGRID3
* xyz 0 1
C 2.697 0.709 -0.427
N 1.580 -0.182 -0.254
C 0.475 0.461 0.473
C -0.487 -0.589 1.016
C -1.903 -0.070 0.977
O -2.268 1.071 0.926
H 3.532 0.179 -0.874
H 3.132 1.176 0.468
H 2.425 1.497 -1.122
H 1.823 -1.026 0.254
H -0.079 1.040 -0.261
H 0.874 1.075 1.282
H -0.427 -1.457 0.355
H -0.216 -0.924 2.016
H -2.633 -0.896 0.821
O -3.146 -0.744 -2.084
H -2.378 -1.323 -2.066
H -3.004 0.004 -1.498
*
```

These are the natural (NBO) partial charges, in e, on atoms 1 to 5: -0.4157 -0.6169 -0.2166 -0.5337 0.4490

Below is C25H46Cl18IN3OS as an isolated structure in a non-equilibrium geometry, with properties calculated with ωB97M-V/def2-TZVPD.

Summary:
**Relative energy (zero: lowest compared OMol25 entry of this formula, charge and spin)**: 0.0 kJ/mol
**Gap between HOMO and LUMO**: 9.606 eV
**LUMO energy**: 0.01117 Ha
**Energy**: -10198.98401 Ha
**Max |F|**: 0.1106 hartree/bohr
**Highest occupied orbital energy**: -9.30 eV

ORCA input file:
```
! RIJCOSX wB97M-V def2-TZVPD def2/J DEFGRID3
* xyz 0 1
N 0.468 -6.285 3.087
C 0.294 -5.292 2.605
C -0.241 -3.950 2.101
N 0.980 -3.109 1.911
O -0.827 -4.099 0.833
C -1.124 -3.212 3.155
S -0.133 -3.226 4.739
C -1.229 -1.728 2.787
N -1.155 -0.651 2.492
C -2.551 -3.793 3.464
C -3.030 -5.045 2.681
C -4.192 -4.746 1.658
I -3.845 -2.948 0.530
H 0.844 -2.575 1.050
H 1.773 -3.738 1.823
H -1.082 -3.226 0.488
H -1.024 -2.982 5.743
H -3.289 -2.976 3.327
H -2.604 -4.026 4.538
H -3.474 -5.753 3.416
H -2.268 -5.624 2.137
H -5.176 -4.798 2.158
H -4.181 -5.589 0.938
Cl -3.478 -0.289 -1.047
C -3.882 1.444 -1.135
C -5.369 1.694 -1.112
Cl -6.173 1.137 -2.604
H -3.423 1.851 -2.036
H -3.410 1.912 -0.264
H -5.561 2.764 -1.030
H -5.844 1.196 -0.268
Cl -2.223 3.463 0.606
C -0.779 2.412 0.720
C 0.249 2.960 1.677
Cl 1.014 4.454 1.066
H -0.374 2.288 -0.284
H -1.122 1.438 1.073
H 1.046 2.231 1.818
H -0.190 3.182 2.654
Cl 3.691 5.962 -4.367
C 1.926 6.099 -4.570
C 1.179 5.049 -3.783
Cl 1.427 3.409 -4.440
H 1.703 6.036 -5.634
H 1.644 7.092 -4.220
H 0.108 5.247 -3.827
H 1.481 5.042 -2.739
Cl -4.530 -2.974 5.789
C -6.162 -3.653 5.564
C -6.386 -4.886 6.405
Cl -5.405 -6.264 5.844
H -6.297 -3.862 4.503
H -6.870 -2.876 5.851
H -7.429 -5.192 6.340
H -6.147 -4.705 7.451
Cl -1.480 0.723 -3.918
C -0.798 -0.616 -4.874
C -1.471 -1.937 -4.577
Cl -1.102 -2.525 -2.937
H 0.272 -0.660 -4.674
H -0.940 -0.359 -5.924
H -1.113 -2.695 -5.274
H -2.553 -1.868 -4.674
Cl -0.874 2.721 4.627
C -0.629 3.918 5.925
C 0.820 4.323 6.059
Cl 1.833 2.996 6.679
H -1.014 3.495 6.851
H -1.233 4.789 5.671
H 0.908 5.146 6.767
H 1.234 4.647 5.105
Cl 9.467 3.579 -3.830
C 7.692 3.601 -3.666
C 7.034 4.478 -4.702
Cl 7.371 6.208 -4.440
H 7.452 3.921 -2.654
H 7.346 2.577 -3.793
H 5.952 4.358 -4.653
H 7.361 4.219 -5.707
Cl 1.523 -1.137 -0.888
C 3.087 -1.987 -0.814
C 4.129 -1.190 -0.069
Cl 4.620 0.268 -0.969
H 3.402 -2.204 -1.831
H 2.908 -2.934 -0.303
H 5.026 -1.794 0.070
H 3.772 -0.880 0.912
Cl 3.278 -1.032 -4.244
C 3.353 0.313 -5.409
C 4.698 0.397 -6.091
Cl 5.984 0.898 -4.965
H 3.114 1.234 -4.879
H 2.574 0.134 -6.151
H 4.664 1.141 -6.886
H 4.985 -0.557 -6.529
*
```

These are the Mulliken partial charges, in e, on atoms 1 to 5: -0.4586 -0.3636 0.6924 -0.4478 -0.5371

Below is a 12-piece molecular cluster, C5H33N2O12 overall in a non-equilibrium geometry, with properties calculated with ωB97M-V/def2-TZVPD.

Summary:
**Relative energy (zero: lowest compared OMol25 entry of this formula, charge and spin)**: 663.7 kJ/mol
**Gap between HOMO and LUMO**: 8.770 eV
**LUMO energy**: -0.10271 Ha
**Energy**: -1222.31265 Ha
**Max |F|**: 0.1402 hartree/bohr
**Highest occupied orbital energy**: -11.57 eV

ORCA input file:
```
! RIJCOSX wB97M-V def2-TZVPD def2/J DEFGRID3
* xyz 1 1
O 3.478 -1.283 3.072
C 3.388 -0.169 2.616
C 3.844 0.015 1.096
C 2.742 0.581 0.287
C 1.964 -0.524 -0.346
C 1.212 -1.396 0.362
N 0.236 -2.345 -0.234
N 1.938 -0.481 -1.749
H 2.940 0.596 3.076
H 4.766 0.551 1.377
H 4.173 -0.913 0.751
H 2.024 0.965 1.204
H 2.811 1.629 -0.267
H 1.349 -1.264 1.437
H 0.731 -3.123 -0.592
H -0.329 -2.653 0.646
H -0.583 -1.969 -1.016
H 1.540 -1.122 -2.445
H 2.575 0.278 -2.215
H -0.054 0.918 -4.311
H 0.218 1.058 -2.910
O -0.489 1.150 -3.507
H -2.976 3.638 -0.718
H -4.173 2.480 -0.735
O -3.564 2.996 -0.225
H -0.651 3.526 0.583
H -1.337 3.785 1.894
O -1.438 3.924 0.916
H -0.034 -2.276 3.757
H 0.805 -3.081 2.786
O -0.069 -2.598 2.907
H -2.902 1.114 -3.894
H -3.466 0.058 -2.948
O -3.134 0.962 -2.935
H -0.689 1.205 1.891
H -0.728 0.518 3.153
O -0.111 0.746 2.440
H 0.339 -1.783 -4.570
H 0.370 -3.184 -3.928
O 0.514 -2.260 -3.799
H -1.769 -2.710 2.166
H -3.223 -2.299 2.304
O -2.582 -2.399 1.494
H 1.204 2.926 0.945
H 2.003 4.142 0.558
O 1.913 3.179 0.357
H -2.762 -2.091 -0.549
H -2.393 -1.428 -1.861
O -2.430 -2.223 -1.435
H -2.175 0.145 1.363
H -2.870 1.397 0.575
O -2.147 1.093 1.173
*
```

These are the natural (NBO) partial charges, in e, on atoms 1 to 5: -0.5347 0.4580 -0.5127 -0.5092 0.2600

Below is C29H31F4N6O7P2Ti as an isolated structure, with properties calculated with ωB97M-V/def2-TZVPD.

Summary:
**Relative energy (zero: lowest compared OMol25 entry of this formula, charge and spin)**: 0.0 kJ/mol
**Gap between HOMO and LUMO (alpha / beta)**: 6.131 / 6.138 eV
**LUMO energy (alpha / beta)**: 0.16594 / 0.15446 Ha
**Energy**: -3911.00241 Ha
**<S²>**: 0.773
**Max |F|**: 0.0141 hartree/bohr
**Highest occupied orbital energy (alpha / beta)**: -1.62 / -1.93 eV

ORCA input file:
```
! RIJCOSX wB97M-V def2-TZVPD def2/J DEFGRID3
* xyz -2 2
Ti -0.742 -0.108 0.318
C 4.871 1.921 -1.853
C 3.405 2.332 -1.659
N 2.406 1.306 -1.846
C 1.871 1.140 -3.177
C 2.741 0.369 -4.179
C 2.563 0.077 -1.101
C 2.674 0.257 0.410
N 1.432 0.623 1.067
C 1.530 1.324 2.196
C 0.404 2.055 2.675
F -0.738 1.965 1.961
C 0.419 2.846 3.788
F -0.702 3.518 4.131
C 1.555 2.998 4.574
C 2.655 2.272 4.169
F 3.787 2.323 4.923
C 2.660 1.464 3.052
F 3.774 0.694 2.865
H 5.524 2.786 -1.710
H 5.053 1.514 -2.850
H 5.163 1.162 -1.124
H 3.158 3.151 -2.340
H 3.303 2.747 -0.650
H 1.646 2.133 -3.575
H 0.909 0.627 -3.072
H 3.644 0.923 -4.444
H 2.180 0.181 -5.098
H 3.041 -0.599 -3.770
H 3.461 -0.490 -1.412
H 1.704 -0.555 -1.340
H 3.449 1.005 0.598
H 3.090 -0.685 0.794
H 1.569 3.627 5.449
C -4.715 -0.629 -3.895
C -3.999 -1.814 -4.020
C -2.930 -2.085 -3.185
C -2.537 -1.170 -2.194
C -3.272 0.014 -2.067
C -4.340 0.274 -2.909
N -1.448 -1.430 -1.346
N -0.752 -2.480 -1.732
C 0.244 -2.784 -0.881
C 1.027 -3.941 -1.093
C 1.947 -4.299 -0.147
C 2.092 -3.521 1.014
C 1.330 -2.383 1.132
N 0.454 -1.990 0.194
H -5.556 -0.420 -4.546
H -4.281 -2.541 -4.773
H -2.381 -3.010 -3.280
H -3.005 0.721 -1.299
H -4.891 1.198 -2.781
H 0.849 -4.522 -1.987
H 2.548 -5.192 -0.283
H 2.784 -3.793 1.798
H 1.388 -1.736 1.996
O -1.265 0.247 4.610
P -1.536 -0.998 3.622
O -1.445 -2.277 4.358
O -0.678 -0.771 2.402
O -3.073 -0.723 3.167
P -3.560 -0.864 1.627
O -3.140 -2.372 1.243
O -5.012 -0.688 1.524
O -2.666 0.096 0.827
H -1.473 -0.011 5.511
H -2.227 -2.577 1.485
N -0.579 1.169 -0.797
C -0.463 2.401 -1.364
C -1.085 2.702 -2.587
C -0.945 3.952 -3.172
C -0.183 4.942 -2.567
C 0.433 4.658 -1.348
C 0.295 3.419 -0.754
H -1.662 1.927 -3.076
H -1.435 4.150 -4.120
H -0.076 5.916 -3.029
H 1.031 5.418 -0.856
H 0.789 3.188 0.183
*
```

These are the Mulliken partial charges, in e, on atoms 1 to 5: -1.2868 -1.4614 -0.7380 1.2472 -0.2826

Below is a 2-piece molecular cluster, C8H11N2O2 overall in a non-equilibrium geometry, with properties calculated with ωB97M-V/def2-TZVPD.

Summary:
**Gap between HOMO and LUMO (alpha / beta)**: 5.765 / 6.757 eV
**LUMO energy (alpha / beta)**: 0.13743 / 0.08071 Ha
**Energy**: -571.26505 Ha
**<S²>**: 2.016
**Max |F|**: 0.0811 hartree/bohr
**Highest occupied orbital energy (alpha / beta)**: -2.03 / -4.56 eV

ORCA input file:
```
! RIJCOSX wB97M-V def2-TZVPD def2/J DEFGRID3
* xyz -1 3
C 3.150 -0.169 -0.744
C 2.511 -1.303 -0.367
C 1.768 0.504 0.741
C -1.981 -1.992 0.211
C -0.812 1.172 1.267
C -1.235 1.428 -1.111
C -1.397 -0.754 -0.395
C -1.669 0.585 0.061
N 2.747 0.936 0.000
N 1.650 -0.894 0.652
O -2.739 -2.812 -0.266
O -1.249 -1.799 1.242
H 3.954 -0.045 -1.454
H 2.441 -2.283 -0.870
H 0.413 1.031 1.078
H -0.986 2.305 1.327
H -0.983 0.576 2.124
H -1.683 1.121 -2.099
H -0.113 1.471 -1.125
H -1.441 2.454 -0.629
H -0.479 -0.837 -0.896
H -2.687 0.793 0.196
H 0.819 -1.487 1.055
*
```

These are the natural (NBO) partial charges, in e, on atoms 1 to 5: -0.1224 -0.1210 0.3567 0.7483 -0.4970